# 1
The following is a DFT calculation (wB97M-V/def2-TZVPD) of a structure of composition C74H63N9NaS4Sb at a distorted geometry.

The geometry in ORCA input format:
```
! RIJCOSX wB97M-V def2-TZVPD def2/J DEFGRID3
* xyz 0 1
Na -0.58 -0.73 -1.35
C -1.03 -5.31 -7.16
C -0.63 -4.17 -6.27
C 0.43 -3.32 -6.58
C 0.83 -2.32 -5.73
C 0.21 -2.09 -4.47
N 0.59 -1.13 -3.58
C 1.74 -0.42 -3.79
C 3.01 -0.95 -4.10
C 4.11 -0.15 -4.29
C 4.04 1.24 -4.17
C 5.24 2.13 -4.39
C 2.81 1.79 -3.83
C 1.70 0.98 -3.66
N 0.41 1.58 -3.51
C -0.41 1.79 -4.58
C -1.70 1.86 -4.13
C -1.65 1.64 -2.75
N -0.37 1.41 -2.38
C -0.92 -2.90 -4.22
C -1.30 -3.91 -5.08
N -1.76 -2.68 -3.08
C -2.35 -3.66 -2.35
C -3.28 -3.06 -1.54
C -3.19 -1.70 -1.85
N -2.28 -1.48 -2.78
H -1.07 -5.01 -8.21
H -2.01 -5.71 -6.88
H -0.30 -6.13 -7.08
H 0.94 -3.44 -7.53
H 1.65 -1.68 -6.02
H 3.11 -2.03 -4.19
H 5.06 -0.61 -4.55
H 6.05 1.58 -4.88
H 5.62 2.53 -3.45
H 4.97 2.98 -5.02
H 2.70 2.86 -3.73
H 0.01 1.82 -5.57
H -2.59 2.04 -4.71
H -2.46 1.52 -2.05
H -2.18 -4.50 -4.83
H -2.06 -4.69 -2.44
H -3.94 -3.55 -0.84
H -3.77 -0.88 -1.45
N 0.16 1.28 -1.19
S -0.84 2.69 -0.30
N -0.42 2.34 1.31
S -1.45 2.22 2.45
N -2.65 1.25 2.36
S -2.37 -0.24 1.57
N -1.69 -0.21 0.30
C -1.54 -1.06 2.97
C -2.27 -1.61 4.00
C -1.62 -2.10 5.12
C -0.24 -2.01 5.20
C 0.48 -1.42 4.18
C -0.16 -0.95 3.04
C -4.05 -0.87 1.69
C -4.25 -2.24 1.61
C -5.54 -2.74 1.67
C -6.62 -1.87 1.80
C -6.41 -0.50 1.86
C -5.12 0.00 1.81
C -0.44 1.93 3.90
C -1.11 1.55 5.06
C -0.41 1.44 6.24
C 0.95 1.73 6.27
C 1.61 2.13 5.11
C 0.91 2.24 3.92
C -2.19 3.71 3.15
C -1.37 4.79 3.44
C -1.91 5.89 4.08
C -3.24 5.89 4.46
C -4.05 4.80 4.19
C -3.52 3.69 3.54
C -1.84 4.34 0.01
C -1.41 5.67 0.01
C -2.32 6.70 -0.10
C -3.68 6.44 -0.21
C -4.13 5.12 -0.19
C -3.20 4.09 -0.11
C 0.59 3.66 -0.77
C 0.56 4.36 -1.97
C 1.69 5.05 -2.39
C 2.84 5.06 -1.61
C 2.86 4.37 -0.41
C 1.74 3.66 0.02
H -3.35 -1.66 3.94
H -2.18 -2.55 5.93
H 0.29 -2.38 6.08
H 1.55 -1.30 4.30
H 0.37 -0.47 2.23
H -3.40 -2.90 1.50
H -5.71 -3.81 1.62
H -7.63 -2.26 1.86
H -7.25 0.18 1.96
H -4.93 1.06 1.88
H -2.17 1.33 5.01
H -0.92 1.15 7.15
H 1.50 1.66 7.20
H 2.66 2.36 5.14
H 1.39 2.54 3.00
H -0.33 4.77 3.14
H -1.28 6.75 4.29
H -3.66 6.76 4.96
H -5.09 4.80 4.49
H -4.12 2.82 3.32
H -0.35 5.89 0.09
H -1.98 7.73 -0.11
H -4.39 7.25 -0.32
H -5.18 4.90 -0.27
H -3.53 3.05 -0.14
H -0.34 4.36 -2.57
H 1.66 5.59 -3.32
H 3.71 5.60 -1.95
H 3.75 4.38 0.21
H 1.75 3.11 0.94
S -0.75 -3.40 0.98
Sb 1.44 -2.94 0.82
C 2.21 -4.09 -0.80
C 1.51 -4.12 -2.00
C 1.92 -4.96 -3.02
C 3.02 -5.78 -2.83
C 3.72 -5.76 -1.63
C 3.31 -4.91 -0.61
C 2.39 -3.87 2.52
C 3.65 -3.51 2.97
C 4.21 -4.18 4.06
C 3.52 -5.22 4.67
C 2.27 -5.59 4.20
C 1.70 -4.90 3.14
C 2.60 -1.15 0.64
C 3.05 -0.45 1.75
C 3.91 0.62 1.59
C 4.33 0.98 0.32
C 3.89 0.27 -0.79
C 3.02 -0.79 -0.63
H 0.65 -3.48 -2.14
H 1.36 -4.98 -3.95
H 3.33 -6.46 -3.62
H 4.57 -6.40 -1.48
H 3.86 -4.90 0.33
H 4.21 -2.72 2.49
H 5.19 -3.90 4.42
H 3.97 -5.76 5.50
H 1.74 -6.42 4.65
H 0.70 -5.16 2.79
H 2.75 -0.75 2.74
H 4.25 1.16 2.46
H 5.01 1.82 0.19
H 4.22 0.54 -1.78
H 2.69 -1.35 -1.50
*
```

Atom charges from the Mulliken analysis, given in e for atoms 1 to 99: Na 1.31; C -1.69; C 0.52; C -1.14; C -1.14; C 0.11; N 1.44; C -0.43; C 0.39; C -1.10; C 0.19; C -1.50; C -0.23; C -1.11; N 0.83; C -0.52; C -2.45; C 0.70; N 1.35; C 0.18; C -0.54; N 1.09; C -0.02; C -1.41; C -0.43; N -0.91; H 0.38; H 0.35; H 0.29; H 0.38; H 0.44; H 0.52; H 0.33; H 0.41; H 0.22; H 0.36; H 0.55; H 0.49; H 0.60; H 0.47; H 0.47; H 0.53; H 0.54; H 0.70; N -1.27; S 0.76; N 0.20; S 0.51; N -0.09; S 1.08; N -0.47; C 0.97; C -0.70; C -1.22; C -1.13; C -0.50; C 0.38; C 0.36; C -0.27; C -0.77; C -0.78; C -0.77; C -0.63; C 0.79; C -0.85; C -0.98; C -0.76; C -0.78; C -0.14; C 0.61; C -0.60; C -0.90; C -0.70; C -0.75; C -0.27; C 0.61; C -0.30; C -0.81; C -0.76; C -0.76; C 0.08; C 1.00; C 0.28; C -1.17; C -0.87; C -0.45; C -0.39; H 0.57; H 0.41; H 0.54; H 0.37; H -0.10; H 0.63; H 0.49; H 0.38; H 0.45; H 0.19; H 0.53; H 0.48

=====

# 2
The following is a DFT calculation (wB97M-V/def2-TZVPD) of a cluster of 12 separate species, C75H150F18N6O17S5 in total at a distorted geometry.

The geometry in ORCA input format:
```
! RIJCOSX wB97M-V def2-TZVPD def2/J DEFGRID3
* xyz 0 1
C -2.28 5.96 -1.98
C -2.13 6.80 -0.66
C -0.77 7.01 0.04
C -0.60 8.36 0.95
N 0.91 8.50 1.49
C 1.06 9.94 2.11
C 0.50 10.02 3.51
C 0.53 8.57 3.89
C 1.09 7.68 2.76
C 2.00 8.31 0.42
C 2.05 9.24 -0.81
C 2.89 8.67 -1.94
H -1.95 4.94 -1.80
H -1.80 6.28 -2.90
H -3.31 5.77 -2.28
H -2.80 6.41 0.11
H -2.62 7.74 -0.89
H -0.06 6.99 -0.78
H -0.46 6.17 0.67
H -1.30 8.54 1.77
H -0.69 9.25 0.31
H 2.06 10.35 2.04
H 0.61 10.71 1.48
H 1.12 10.75 4.05
H -0.49 10.46 3.66
H 1.21 8.60 4.73
H -0.46 8.27 4.21
H 2.14 7.53 3.02
H 0.54 6.74 2.83
H 1.96 7.24 0.22
H 2.96 8.38 0.93
H 2.60 10.16 -0.60
H 1.01 9.40 -1.12
H 2.63 7.66 -2.25
H 3.98 8.66 -1.89
H 2.56 9.40 -2.69
C 0.02 -3.16 -3.81
C -0.77 -3.18 -5.12
C -0.21 -2.20 -6.11
C -0.79 -2.55 -7.47
N -0.52 -1.57 -8.67
C -1.11 -0.12 -8.23
C -2.06 0.31 -9.33
C -2.61 -1.01 -9.87
C -1.45 -2.06 -9.79
C 0.97 -1.55 -9.08
C 1.55 -2.97 -9.49
C 3.11 -2.94 -9.46
H -0.21 -2.18 -3.39
H 1.07 -3.38 -4.01
H -0.29 -3.99 -3.18
H -1.77 -2.86 -4.82
H -0.78 -4.23 -5.42
H 0.88 -2.23 -6.16
H -0.27 -1.15 -5.82
H -1.87 -2.45 -7.33
H -0.57 -3.55 -7.84
H -0.29 0.59 -8.07
H -1.75 -0.28 -7.36
H -1.75 0.96 -10.16
H -2.94 0.72 -8.85
H -2.94 -1.05 -10.91
H -3.41 -1.39 -9.23
H -0.93 -2.17 -10.75
H -1.90 -3.05 -9.74
H 1.53 -1.11 -8.26
H 1.10 -0.81 -9.87
H 1.18 -3.13 -10.50
H 1.15 -3.71 -8.79
H 3.47 -2.86 -8.44
H 3.46 -2.07 -10.02
H 3.60 -3.83 -9.87
C -1.94 -8.02 7.44
C -0.61 -8.83 7.10
C 0.07 -8.22 5.87
C 0.88 -6.96 6.35
N 1.93 -6.47 5.35
C 2.36 -5.05 5.95
C 3.83 -5.23 6.21
C 4.36 -6.24 5.29
C 3.23 -7.34 5.21
C 1.24 -6.29 3.91
C 2.03 -5.35 2.91
C 1.63 -5.73 1.52
H -2.26 -8.59 8.31
H -2.67 -8.07 6.63
H -1.95 -6.96 7.70
H -0.80 -9.85 6.75
H 0.05 -8.75 7.96
H -0.67 -7.94 5.12
H 0.76 -8.97 5.48
H 1.37 -7.18 7.30
H 0.22 -6.09 6.34
H 2.35 -4.24 5.21
H 1.90 -4.67 6.86
H 4.34 -4.30 5.94
H 3.90 -5.36 7.29
H 4.61 -5.91 4.28
H 5.26 -6.69 5.70
H 3.19 -7.99 4.34
H 3.36 -8.02 6.05
H 0.18 -6.04 3.99
H 1.25 -7.33 3.59
H 3.11 -5.48 2.99
H 1.77 -4.32 3.14
H 1.89 -4.97 0.78
H 0.55 -5.86 1.46
H 2.18 -6.65 1.32
C -8.05 -2.22 -0.37
C -7.97 -2.43 1.19
C -6.54 -2.28 1.67
C -6.31 -3.07 3.03
N -4.91 -3.07 3.71
C -4.16 -4.24 3.03
C -4.32 -5.40 4.03
C -5.09 -5.01 5.26
C -5.04 -3.48 5.18
C -4.17 -1.68 3.62
C -4.83 -0.44 4.32
C -4.06 0.92 4.28
H -7.85 -1.18 -0.63
H -9.07 -2.31 -0.72
H -7.38 -2.96 -0.81
H -8.42 -3.41 1.34
H -8.56 -1.60 1.57
H -6.49 -1.22 1.91
H -5.81 -2.58 0.91
H -6.62 -4.11 2.88
H -7.03 -2.76 3.78
H -3.12 -3.91 2.99
H -4.41 -4.36 1.98
H -3.33 -5.70 4.39
H -4.83 -6.19 3.48
H -4.65 -5.35 6.19
H -6.12 -5.37 5.26
H -4.06 -3.29 5.63
H -5.67 -2.78 5.73
H -4.05 -1.51 2.55
H -3.14 -1.94 3.86
H -5.11 -0.80 5.31
H -5.85 -0.27 3.98
H -3.36 0.86 5.12
H -4.71 1.72 4.62
H -3.61 0.93 3.29
C 1.88 4.60 -2.06
C 2.47 3.22 -1.88
C 2.99 2.42 -3.14
C 4.51 2.62 -3.55
N 4.93 2.36 -4.99
C 4.67 3.66 -5.82
C 5.43 3.51 -7.11
C 6.76 3.01 -6.56
C 6.54 2.30 -5.14
C 4.14 1.10 -5.62
C 4.78 -0.17 -5.08
C 3.72 -1.32 -5.07
H 0.86 4.44 -2.41
H 2.43 5.36 -2.61
H 1.96 5.07 -1.08
H 1.72 2.67 -1.31
H 3.27 3.45 -1.18
H 2.27 2.67 -3.91
H 2.83 1.35 -3.01
H 5.17 2.08 -2.87
H 4.91 3.63 -3.43
H 3.58 3.68 -5.93
H 5.06 4.44 -5.16
H 4.89 2.86 -7.81
H 5.58 4.38 -7.76
H 7.31 2.27 -7.14
H 7.45 3.85 -6.57
H 6.85 1.27 -5.27
H 7.05 2.73 -4.28
H 4.30 1.14 -6.69
H 3.09 1.15 -5.35
H 5.25 -0.04 -4.10
H 5.54 -0.48 -5.79
H 2.98 -1.21 -4.28
H 4.17 -2.29 -4.86
H 3.05 -1.41 -5.93
C -2.02 2.89 1.44
C -1.04 2.55 0.24
C -0.56 1.08 0.06
C 0.50 0.61 1.08
N 0.85 -0.87 1.12
C -0.31 -1.76 1.66
C -0.34 -1.42 3.19
C 1.10 -1.19 3.56
C 1.86 -1.12 2.26
C 1.24 -1.34 -0.27
C 2.23 -0.52 -1.10
C 3.64 -0.09 -0.40
H -2.51 3.86 1.39
H -1.50 2.85 2.39
H -2.74 2.07 1.56
H -0.12 3.12 0.36
H -1.50 2.80 -0.72
H -0.13 1.02 -0.94
H -1.44 0.44 -0.09
H 0.30 1.00 2.08
H 1.39 1.09 0.68
H -0.07 -2.82 1.51
H -1.20 -1.49 1.08
H -0.99 -2.19 3.62
H -0.90 -0.50 3.35
H 1.49 -1.94 4.25
H 1.16 -0.25 4.10
H 2.26 -2.08 1.93
H 2.65 -0.36 2.27
H 0.29 -1.50 -0.79
H 1.69 -2.34 -0.26
H 1.65 0.32 -1.48
H 2.49 -1.02 -2.04
H 4.37 0.19 -1.15
H 3.94 -1.01 0.11
H 3.66 0.70 0.34
C -2.82 1.20 -4.27
O -3.89 0.98 -3.28
O -3.22 2.01 -5.31
C -1.42 1.30 -3.71
F -1.16 0.31 -2.81
F -0.51 1.16 -4.60
F -1.11 2.39 -3.02
C -4.02 1.91 -2.23
C -4.99 1.32 -1.19
H -5.83 0.91 -1.75
H -4.57 0.45 -0.69
H -5.26 2.02 -0.40
H -4.30 2.89 -2.61
H -3.07 1.99 -1.69
H -2.75 0.15 -4.54
C -1.45 -3.82 8.46
F -1.13 -2.99 9.39
F -0.80 -5.00 8.58
F -2.82 -3.98 8.53
S -1.10 -2.81 6.73
O -1.23 -3.94 5.75
O -2.14 -1.76 6.50
O 0.23 -2.16 6.85
C -3.40 6.39 3.36
F -2.20 6.31 2.83
F -4.39 6.12 2.38
F -3.55 5.51 4.39
S -3.55 8.08 4.29
O -3.45 9.18 3.33
O -4.86 8.16 5.01
O -2.44 8.07 5.25
C 6.77 -2.47 1.63
F 6.24 -3.16 0.68
F 8.05 -2.77 1.80
F 6.66 -1.18 1.24
S 5.89 -2.60 3.35
O 6.74 -1.72 4.23
O 4.49 -2.11 3.12
O 6.05 -4.01 3.69
C -2.89 -3.61 -0.89
F -4.11 -4.19 -0.95
F -2.78 -2.97 -2.12
F -2.95 -2.85 0.21
S -1.61 -5.02 -0.63
O -2.03 -5.62 0.63
O -1.68 -6.03 -1.70
O -0.27 -4.37 -0.56
C 1.98 3.40 4.11
F 0.71 3.24 4.23
F 2.36 4.19 5.11
F 2.72 2.34 4.35
S 2.53 4.19 2.45
O 1.25 4.64 1.79
O 3.40 5.28 2.73
O 3.11 3.07 1.68
*
```

Atom charges from the Mulliken analysis, given in e for atoms 1 to 99: C -1.21; C -0.53; C 1.10; C -1.32; N 0.63; C -0.81; C -0.75; C -0.32; C -0.25; C -0.81; C -0.15; C -1.19; H 0.00; H 0.41; H 0.50; H 0.04; H 0.54; H 0.11; H -0.34; H 0.40; H 0.59; H 0.60; H 0.51; H 0.25; H 0.37; H 0.59; H -0.14; H 0.48; H -0.30; H -0.16; H 0.84; H 0.40; H 0.29; H 0.13; H 0.39; H 0.41; C -0.62; C -1.25; C 1.25; C -1.89; N 0.64; C -0.17; C -0.85; C -0.68; C -0.73; C -0.97; C 0.05; C -1.29; H -0.23; H 0.59; H 0.13; H 0.41; H 0.52; H -0.39; H 0.18; H 0.49; H 0.70; H 0.30; H 0.12; H 0.39; H 0.41; H 0.39; H 0.34; H 0.48; H 0.34; H 0.18; H 0.65; H 0.36; H 0.16; H 0.24; H 0.36; H 0.39; C -1.00; C -0.72; C -0.38; C -0.49; N 0.63; C 0.88; C -0.72; C -0.51; C -0.67; C -1.01; C 1.84; C -1.57; H 0.42; H 0.29; H 0.16; H 0.39; H 0.36; H 0.26; H 0.43; H 0.58; H -0.11; H -0.95; H 0.26; H 0.40; H 0.37; H 0.07; H 0.51

=====

Sequential gap between HOMO and LUMO output: 5.7, 5.3 eV
Sequential E_LUMO output: 0.0, -1.4 eV